Here is a 2-piece molecular cluster, C5H13NO2 overall at a distorted geometry from the OMol25 dataset. Energies are from ωB97M-V/def2-TZVPD.

Properties
E, eV: -10978.5085
ΔE to the lowest compared entry with this formula, charge and spin, eV: 3.370
SMILES: CNC(=O)C(C)C.O
F_max, eV/Å: 6.9
HOMO energy, eV: -9.85

Positions of all 21 atoms, in Å:
C 1.755 0.701 -1.547
N 0.412 0.247 -1.627
C -0.164 -0.195 -0.411
O -1.386 -0.489 -0.487
C 0.388 0.009 0.930
C -0.257 1.153 1.731
C 0.170 -1.275 1.786
H 2.333 -0.157 -0.955
H 1.613 1.585 -0.854
H 2.350 0.923 -2.418
H -0.160 0.266 -2.389
H 1.415 -0.011 0.937
H -1.333 0.713 2.060
H 0.351 1.564 2.613
H -0.510 2.017 1.050
H 0.657 -1.194 2.939
H 0.496 -2.323 1.371
H -0.820 -1.625 2.090
O -2.614 -0.425 -2.546
H -1.823 -0.239 -1.915
H -2.874 -1.243 -2.359

Atomic forces in eV per Å
1.34 -0.55 3.30
1.02 -1.79 4.50
-3.92 1.61 -3.34
2.69 -0.23 1.32
-0.71 -2.18 2.52
-2.34 0.64 -0.02
1.00 -3.00 2.97
-0.71 2.07 -1.30
1.51 -0.50 -0.86
-0.55 0.08 -0.53
-1.52 -0.02 -2.48
2.54 0.97 -0.27
2.59 1.29 -0.43
-0.87 -1.01 -1.31
0.37 -0.71 0.75
-0.75 0.09 -3.35
0.32 2.25 0.28
-0.60 1.14 -0.55
2.81 6.06 -1.71
-2.64 -0.93 -0.83
-1.59 -5.29 1.34

Results of the natural (NBO) charge analysis, in e, for atoms 1 through 8: -0.42 -0.61 0.70 -0.62 -0.37 -0.60 -0.61 0.19

Here is a 2-piece molecular cluster, C5H13NO2 overall at a distorted geometry from the OMol25 dataset. Energies are from ωB97M-V/def2-TZVPD.

Properties
E, eV: -10980.1893
ΔE to the lowest compared entry with this formula, charge and spin, eV: 1.690
SMILES: CC(C)CC(N)=O.O
F_max, eV/Å: 4.8
HOMO energy, eV: -9.79

Positions of all 21 atoms, in Å:
C 1.728 -0.048 -1.058
C 0.597 -0.894 -0.189
C 1.217 -2.108 0.528
C 0.213 0.068 0.978
C -0.779 1.187 0.527
N -2.113 1.129 0.954
O -0.443 2.171 -0.069
H 2.490 0.189 -0.393
H 2.097 -0.695 -1.867
H 1.292 0.770 -1.561
H -0.401 -1.150 -0.661
H 0.523 -2.785 1.151
H 2.025 -1.744 1.204
H 1.728 -2.861 -0.046
H -0.209 -0.685 1.735
H 1.111 0.378 1.365
H -2.802 1.836 0.771
H -2.340 0.420 1.569
O -2.345 1.380 -1.643
H -2.161 2.244 -1.343
H -1.427 1.198 -1.952

Atomic forces in eV per Å
-2.91 -3.81 -0.73
0.37 1.24 -0.07
0.09 -0.85 1.13
-3.66 -2.59 -0.72
-1.56 -0.04 2.53
2.43 -0.19 -0.32
1.48 0.95 -1.13
1.39 0.67 1.07
0.19 0.02 0.35
-0.47 1.23 -0.04
1.49 0.15 -0.27
0.54 1.55 -0.75
-0.61 -0.12 -0.15
0.16 0.01 -1.04
-0.01 1.62 -0.67
1.90 1.61 1.07
0.38 0.04 -0.26
-0.75 -1.49 1.28
0.69 -1.47 -2.05
-0.08 1.82 0.76
-1.06 -0.35 0.03

Results of the natural (NBO) charge analysis, in e, for atoms 1 through 8: -0.60 -0.20 -0.63 -0.49 0.70 -0.81 -0.65 0.20

Here is a 3-piece molecular cluster, C5H13NO2 overall at a distorted geometry from the OMol25 dataset. Energies are from ωB97M-V/def2-TZVPD.

Properties
E, eV: -10979.3820
ΔE to the lowest compared entry with this formula, charge and spin, eV: 2.497
SMILES: C=CC/C=C/N.O.O
F_max, eV/Å: 1.2
HOMO energy, eV: -7.57

Positions of all 21 atoms, in Å:
C -0.084 2.045 -2.817
C -0.299 1.237 -1.790
C 0.710 0.909 -0.736
C 0.276 -0.136 0.265
C 0.118 -1.418 -0.053
N -0.431 -2.394 0.743
H -0.834 2.292 -3.560
H 0.824 2.617 -2.989
H -1.283 0.796 -1.669
H 1.616 0.568 -1.256
H 1.056 1.803 -0.211
H -0.078 0.264 1.208
H 0.528 -1.819 -0.975
H -0.704 -3.276 0.349
H -0.887 -2.170 1.606
O -2.768 -0.709 1.315
H -3.477 -0.331 0.767
H -2.280 0.104 1.530
O 2.293 -0.010 2.742
H 2.786 -0.505 2.075
H 2.920 0.133 3.457

Atomic forces in eV per Å
-0.10 0.63 -0.43
-0.33 0.45 -0.13
1.09 -0.48 0.13
-0.34 0.68 -0.38
0.10 -0.39 0.36
0.37 -0.60 0.20
-0.26 -0.30 0.16
0.27 -0.36 0.29
0.02 -0.14 -0.07
-0.07 -0.06 0.02
-0.25 0.07 0.00
0.00 -0.26 0.16
-0.18 0.20 -0.20
0.11 0.17 -0.11
-0.15 0.28 -0.12
-0.48 1.12 -0.16
0.16 -0.53 0.19
0.10 -0.50 0.05
0.17 -0.05 -0.04
-0.22 0.09 0.07
0.01 0.00 0.01

Results of the natural (NBO) charge analysis, in e, for atoms 1 through 8: -0.41 -0.16 -0.48 -0.32 0.02 -0.81 0.19 0.19

Here is a 2-piece molecular cluster, C5H13NO2 overall at a distorted geometry from the OMol25 dataset. Energies are from ωB97M-V/def2-TZVPD.

Properties
E, eV: -10979.5396
ΔE to the lowest compared entry with this formula, charge and spin, eV: 2.339
SMILES: C/C(N)=C/O.COC
F_max, eV/Å: 2.2
HOMO energy, eV: -7.64

Positions of all 21 atoms, in Å:
C 2.113 1.083 1.089
C 1.074 1.348 0.037
N 1.410 1.121 -1.292
C -0.159 1.758 0.374
O -1.115 2.045 -0.564
H 1.658 0.885 2.065
H 2.711 0.203 0.828
H 2.785 1.941 1.185
H 0.816 0.375 -1.668
H 2.381 0.824 -1.391
H -0.513 1.928 1.380
H -0.649 1.965 -1.421
C -2.376 -1.130 -0.314
O -1.061 -1.409 -0.785
C -0.372 -2.277 0.105
H -2.342 -0.659 0.673
H -2.966 -2.051 -0.268
H -2.857 -0.441 -1.013
H 0.655 -2.390 -0.253
H -0.850 -3.261 0.118
H -0.344 -1.857 1.115

Atomic forces in eV per Å
0.02 0.05 0.09
-0.83 0.02 2.01
0.12 -0.68 -1.21
0.49 -0.01 -0.40
0.36 -0.19 -0.64
0.06 0.18 -0.16
-0.03 0.09 0.02
0.10 -0.14 0.06
0.27 0.22 -0.05
-0.41 0.20 -0.05
0.21 -0.09 0.06
-0.48 0.23 0.32
0.27 0.02 -0.28
-0.04 0.01 0.26
-0.07 0.26 -0.37
-0.02 -0.03 0.01
-0.02 -0.03 0.09
0.22 -0.10 0.08
-0.16 0.06 -0.03
-0.01 -0.04 0.13
-0.04 -0.04 0.04

Results of the natural (NBO) charge analysis, in e, for atoms 1 through 8: -0.64 0.05 -0.85 0.07 -0.69 0.22 0.20 0.21

Here is a 2-piece molecular cluster, C5H13NO2 overall at a distorted geometry from the OMol25 dataset. Energies are from ωB97M-V/def2-TZVPD.

Properties
E, eV: -10979.5089
ΔE to the lowest compared entry with this formula, charge and spin, eV: 2.370
SMILES: CCC(=O)N(C)C.O
F_max, eV/Å: 6.8
HOMO energy, eV: -9.16

Positions of all 21 atoms, in Å:
C -0.598 -0.613 1.989
C -0.811 0.650 1.075
C -0.192 0.398 -0.244
O -0.897 -0.108 -1.091
N 1.111 0.843 -0.572
C 1.584 0.526 -1.870
C 1.941 1.127 0.590
H -0.860 -1.526 1.516
H -1.380 -0.336 2.732
H 0.294 -0.629 2.492
H -1.942 0.869 0.929
H -0.490 1.565 1.607
H 2.053 1.425 -2.303
H 0.805 0.059 -2.515
H 2.323 -0.340 -2.033
H 1.442 0.715 1.542
H 1.846 2.332 0.657
H 2.855 0.736 0.589
O -3.284 -2.860 -1.619
H -2.667 -2.759 -2.313
H -3.132 -2.075 -1.157

Atomic forces in eV per Å
-3.89 2.76 -0.05
-1.07 0.36 1.16
0.62 1.25 -1.93
-0.31 -0.73 -0.58
-2.18 -2.16 2.04
1.49 -1.36 -2.05
-5.12 4.22 1.28
-0.09 -0.73 -0.48
0.55 -1.07 0.09
2.38 -0.20 0.95
1.93 -0.86 -0.10
0.32 -0.52 -0.29
-0.32 -0.43 -0.23
-0.07 1.32 0.63
-0.31 1.14 1.25
0.87 0.77 -1.61
1.18 -2.65 0.45
3.93 -1.18 -0.56
-1.06 -1.72 -0.10
0.99 -0.21 -1.41
0.15 2.01 1.52

Results of the natural (NBO) charge analysis, in e, for atoms 1 through 8: -0.60 -0.50 0.68 -0.64 -0.46 -0.44 -0.39 0.22

Here is a 2-piece molecular cluster, C5H13NO2 overall at a distorted geometry from the OMol25 dataset. Energies are from ωB97M-V/def2-TZVPD.

Properties
E, eV: -10979.9646
ΔE to the lowest compared entry with this formula, charge and spin, eV: 1.914
SMILES: CCN(C)C(C)=O.O
F_max, eV/Å: 4.8
HOMO energy, eV: -9.53

Positions of all 21 atoms, in Å:
C 0.161 -1.434 -1.790
C 0.584 -0.077 -1.174
N -0.243 0.290 0.015
C -1.671 -0.077 0.160
C 0.151 1.245 0.907
C 1.351 2.049 0.598
O -0.624 1.621 1.784
H 0.087 -2.401 -1.278
H -0.778 -1.239 -2.308
H 0.841 -1.673 -2.631
H 0.505 0.696 -1.935
H 1.629 -0.243 -0.978
H -1.984 -0.126 1.228
H -1.820 -1.066 -0.308
H -2.311 0.615 -0.442
H 2.251 1.422 0.246
H 1.272 2.715 -0.343
H 1.711 2.528 1.574
O -0.278 -1.897 2.570
H -0.278 -1.969 1.473
H -0.557 -0.977 2.630

Atomic forces in eV per Å
-0.33 0.49 -1.91
-1.06 -1.61 0.60
0.39 -0.50 0.29
-0.06 -0.68 -1.04
-1.64 1.09 -0.82
3.66 0.07 -0.45
0.63 -0.43 0.33
0.06 0.74 0.81
-0.28 -0.45 0.09
-0.02 0.36 0.39
-0.07 0.03 -0.21
0.39 0.61 0.89
0.32 0.28 -1.08
0.06 0.32 0.37
0.36 -0.24 0.79
-1.28 0.51 0.75
-0.48 -0.57 1.91
-0.74 -0.10 -1.78
-0.05 -0.24 -4.76
0.13 0.06 4.44
0.02 0.24 0.40

Results of the natural (NBO) charge analysis, in e, for atoms 1 through 8: -0.64 -0.21 -0.45 -0.43 0.66 -0.72 -0.64 0.23

Here is a 2-piece molecular cluster, C5H13NO2 overall at a distorted geometry from the OMol25 dataset. Energies are from ωB97M-V/def2-TZVPD.

Properties
E, eV: -10980.1018
ΔE to the lowest compared entry with this formula, charge and spin, eV: 1.777
SMILES: CCN[C@H](C)C=O.O
F_max, eV/Å: 2.0
HOMO energy, eV: -8.79

Positions of all 21 atoms, in Å:
C 1.193 0.435 -2.428
C 0.810 0.178 -0.958
N -0.618 0.172 -0.768
C -1.099 -0.216 0.542
C -2.613 -0.071 0.578
C -0.540 0.613 1.673
O -0.684 0.295 2.827
H 0.644 -0.211 -3.118
H 0.883 1.450 -2.718
H 2.258 0.362 -2.634
H 1.251 -0.802 -0.767
H 1.316 0.984 -0.405
H -0.963 1.081 -1.036
H -0.817 -1.255 0.750
H -3.208 -0.855 0.127
H -2.999 0.877 0.184
H -2.911 -0.025 1.634
H -0.060 1.589 1.470
O 2.727 -1.379 1.364
H 3.055 -2.245 1.508
H 2.375 -0.976 2.174

Atomic forces in eV per Å
-1.04 0.73 -0.33
1.17 -0.12 -1.31
0.10 -0.25 -0.37
0.00 0.26 -0.81
-0.90 0.50 1.25
-0.24 0.17 0.86
0.21 -0.12 0.06
0.14 -0.24 0.22
0.15 -0.04 0.06
0.07 -0.12 0.26
-0.21 0.15 0.80
0.14 -0.46 0.45
-0.40 0.12 0.05
-0.03 0.09 -0.08
0.37 -0.32 -0.32
0.49 -0.02 -0.26
-0.05 -0.27 -0.12
0.06 -0.04 -0.45
-0.66 1.80 -0.46
0.31 -1.12 0.73
0.33 -0.69 -0.22

Results of the natural (NBO) charge analysis, in e, for atoms 1 through 8: -0.60 -0.23 -0.62 -0.16 -0.61 0.43 -0.53 0.21

Here is a 3-piece molecular cluster, C5H13NO2 overall at a distorted geometry from the OMol25 dataset. Energies are from ωB97M-V/def2-TZVPD.

Properties
E, eV: -10976.2861
ΔE to the lowest compared entry with this formula, charge and spin, eV: 5.593
SMILES: [H]/N=C(C)\C=C\C.O.O
F_max, eV/Å: 6.4
HOMO energy, eV: -8.61

Positions of all 21 atoms, in Å:
H -0.532 0.668 -2.042
N -0.067 -0.126 -1.614
C 0.503 0.084 -0.341
C 0.353 -0.854 0.749
C 1.246 1.271 0.051
C 1.496 1.438 1.298
C 1.660 2.835 1.715
H 1.241 -0.990 1.387
H -0.393 -0.762 1.637
H -0.150 -1.799 0.424
H 1.389 2.031 -0.627
H 1.546 0.684 2.108
H 2.231 3.445 0.958
H 2.303 2.818 2.607
H 0.682 3.274 1.922
O -2.334 -0.957 -1.890
H -1.757 -0.802 -0.892
H -1.698 -0.751 -2.657
O -1.653 -2.871 0.143
H -1.750 -2.694 -0.879
H -2.296 -2.265 0.506

Atomic forces in eV per Å
1.49 0.99 -0.18
2.09 -0.23 6.02
-1.46 1.01 -4.92
-1.43 -3.73 2.17
-1.98 -2.91 -1.84
0.86 1.19 3.07
2.26 1.00 0.76
0.03 -0.48 -0.91
0.63 1.39 -1.73
1.51 0.42 -0.13
0.11 1.74 -1.53
-0.50 0.59 -0.91
-0.88 -0.49 0.58
-0.45 0.62 0.09
0.21 0.13 0.13
1.26 0.33 2.40
-1.90 -0.30 -5.47
-1.09 -0.67 2.51
-0.31 -0.17 -2.92
0.11 -0.48 2.58
-0.53 0.07 0.24

Results of the natural (NBO) charge analysis, in e, for atoms 1 through 8: 0.36 -0.77 0.35 -0.78 -0.30 -0.08 -0.65 0.23

Copy entry 3 word for word.
Here is a 3-piece molecular cluster, C5H13NO2 overall at a distorted geometry from the OMol25 dataset. Energies are from ωB97M-V/def2-TZVPD.

Properties
E, eV: -10979.3820
ΔE to the lowest compared entry with this formula, charge and spin, eV: 2.497
SMILES: C=CC/C=C/N.O.O
F_max, eV/Å: 1.2
HOMO energy, eV: -7.57

Positions of all 21 atoms, in Å:
C -0.084 2.045 -2.817
C -0.299 1.237 -1.790
C 0.710 0.909 -0.736
C 0.276 -0.136 0.265
C 0.118 -1.418 -0.053
N -0.431 -2.394 0.743
H -0.834 2.292 -3.560
H 0.824 2.617 -2.989
H -1.283 0.796 -1.669
H 1.616 0.568 -1.256
H 1.056 1.803 -0.211
H -0.078 0.264 1.208
H 0.528 -1.819 -0.975
H -0.704 -3.276 0.349
H -0.887 -2.170 1.606
O -2.768 -0.709 1.315
H -3.477 -0.331 0.767
H -2.280 0.104 1.530
O 2.293 -0.010 2.742
H 2.786 -0.505 2.075
H 2.920 0.133 3.457

Atomic forces in eV per Å
-0.10 0.63 -0.43
-0.33 0.45 -0.13
1.09 -0.48 0.13
-0.34 0.68 -0.38
0.10 -0.39 0.36
0.37 -0.60 0.20
-0.26 -0.30 0.16
0.27 -0.36 0.29
0.02 -0.14 -0.07
-0.07 -0.06 0.02
-0.25 0.07 0.00
0.00 -0.26 0.16
-0.18 0.20 -0.20
0.11 0.17 -0.11
-0.15 0.28 -0.12
-0.48 1.12 -0.16
0.16 -0.53 0.19
0.10 -0.50 0.05
0.17 -0.05 -0.04
-0.22 0.09 0.07
0.01 0.00 0.01

Results of the natural (NBO) charge analysis, in e, for atoms 1 through 8: -0.41 -0.16 -0.48 -0.32 0.02 -0.81 0.19 0.19

Question: Among the records above, which one has the lowest F_max?
Answer: number 3

Question: Number 2 is which compound?
Answer: C5H13NO2

Question: Which of these has the lowest E?
Answer: number 2